Model w:
Below is a single C3H6N2O molecule, with properties calculated with ωB97M-V/def2-TZVPD.

Calculated values
Charge ... 0
Frontier orbital gap ... 10.91 eV
Structure (SMILES) ... [H]/N=C/NC(C)=O
Multiplicity ... 1

CARTESIAN COORDINATES (ANGSTROEM)
1 O -0.09 1.92 -0.66
2 N 0.48 0.19 0.73
3 N 1.90 -1.54 0.20
4 C -0.44 0.95 -0.03
5 C -1.81 0.33 -0.10
6 C 1.58 -0.33 0.03
7 H 2.04 0.38 -0.67
8 H 0.07 -0.53 1.30
9 H -1.69 -0.60 -0.67
10 H -2.22 0.06 0.88
11 H 2.69 -1.80 -0.38
12 H -2.50 0.99 -0.63



Model x:
Below is a single C3H6N2O molecule, with properties calculated with ωB97M-V/def2-TZVPD.

Calculated values
Charge ... 0
Frontier orbital gap ... 10.32 eV
Structure (SMILES) ... N[C@@]1(C=O)CN1
Multiplicity ... 1

CARTESIAN COORDINATES (ANGSTROEM)
1 O -1.97 -0.90 1.00
2 N 0.66 0.11 1.39
3 N 1.01 -0.24 -0.98
4 C 0.06 0.94 -1.04
5 C 0.07 -0.10 0.10
6 C -1.24 -0.81 0.00
7 H 1.92 0.04 -0.62
8 H -1.41 -1.42 -0.91
9 H -0.60 0.91 -1.90
10 H 0.48 1.91 -0.81
11 H 1.11 -0.74 1.72
12 H -0.09 0.31 2.06



Stability order, top to bottom: model w, model x



Model w:
Below is 8 unconnected molecules or ions with the total composition H16O8, with properties calculated with ωB97M-V/def2-TZVPD.

Calculated values
Charge ... 0
Frontier orbital gap ... 10.37 eV
Structure (SMILES) ... O.O.O.O.O.O.O.O
Multiplicity ... 1

CARTESIAN COORDINATES (ANGSTROEM)
1 O -0.87 0.75 -2.00
2 O -3.19 0.16 -0.40
3 O 1.65 -0.06 -0.78
4 O 1.29 -2.85 -0.07
5 O -0.72 2.57 2.15
6 O -0.05 0.01 1.24
7 O -1.40 -2.23 -1.06
8 O 2.14 2.96 0.92
9 H -0.16 3.16 2.57
10 H 1.38 2.45 0.73
11 H -0.03 0.40 -1.82
12 H -2.53 0.21 -1.09
13 H 1.58 -2.46 0.74
14 H -0.92 -0.38 1.08
15 H -2.35 -2.43 -1.25
16 H -0.83 1.60 -1.61
17 H 0.58 -0.13 0.46
18 H -3.11 -0.73 -0.06
19 H 2.37 0.49 -0.58
20 H 2.83 2.41 0.51
21 H -1.01 -3.06 -1.02
22 H 1.90 -0.95 -0.53
23 H 1.67 -3.67 -0.04
24 H -0.22 1.77 1.93



Model x:
Below is 8 unconnected molecules or ions with the total composition H16O8, with properties calculated with ωB97M-V/def2-TZVPD.

Calculated values
Charge ... 0
Frontier orbital gap ... 10.68 eV
Structure (SMILES) ... O.O.O.O.O.O.O.O
Multiplicity ... 1

CARTESIAN COORDINATES (ANGSTROEM)
1 O -0.90 -0.46 0.63
2 O -1.75 1.73 -0.78
3 O -2.33 3.27 1.43
4 O 1.95 -0.34 0.22
5 O 2.47 -2.49 -1.96
6 O -1.06 1.23 3.10
7 O 0.47 0.18 -2.07
8 O 1.04 -3.17 0.20
9 H -2.50 1.58 -1.35
10 H 1.43 -2.69 0.89
11 H -2.89 3.89 0.94
12 H 1.62 -3.87 -0.08
13 H -0.50 -1.18 0.10
14 H -1.15 0.31 2.85
15 H -1.15 0.26 0.06
16 H 0.47 -0.02 -1.15
17 H 2.22 -1.81 -2.66
18 H 1.36 0.27 -2.34
19 H -1.67 1.52 2.47
20 H 1.77 -2.46 -1.30
21 H -1.27 2.42 -1.28
22 H -2.21 2.62 0.74
23 H 1.98 0.23 0.99
24 H 2.61 -0.99 0.35



Stability order, top to bottom: model x, model w



Model w:
Below is 8 unconnected molecules or ions with the total composition H16O8, with properties calculated with ωB97M-V/def2-TZVPD.

Calculated values
Charge ... 0
Frontier orbital gap ... 10.05 eV
Structure (SMILES) ... O.O.O.O.O.O.O.O
Multiplicity ... 1

CARTESIAN COORDINATES (ANGSTROEM)
1 O 43.26 4.28 2.15
2 O 43.06 -0.32 3.27
3 O 47.29 0.93 0.83
4 O 45.85 0.13 3.36
5 O 41.15 3.70 0.37
6 O 44.24 1.98 0.89
7 O 44.01 0.80 -2.16
8 O 47.42 2.46 3.19
9 H 47.46 3.21 2.59
10 H 45.18 2.15 0.89
11 H 46.48 0.84 3.15
12 H 42.87 0.39 2.66
13 H 48.18 0.61 1.02
14 H 43.34 0.26 -1.72
15 H 44.00 -0.20 3.50
16 H 43.53 3.35 2.13
17 H 41.12 2.94 -0.22
18 H 43.67 0.94 -3.05
19 H 47.34 1.87 0.96
20 H 40.34 3.63 0.89
21 H 42.69 4.38 1.37
22 H 45.69 -0.30 2.51
23 H 48.17 2.58 3.79
24 H 44.02 1.84 -0.04



Model x:
Below is 8 unconnected molecules or ions with the total composition H16O8, with properties calculated with ωB97M-V/def2-TZVPD.

Calculated values
Charge ... 0
Frontier orbital gap ... 10.37 eV
Structure (SMILES) ... O.O.O.O.O.O.O.O
Multiplicity ... 1

CARTESIAN COORDINATES (ANGSTROEM)
1 O 0.62 0.06 -0.12
2 O 2.69 -2.29 1.96
3 O -2.58 0.12 0.69
4 O -1.60 2.48 -0.54
5 O 0.52 -0.17 3.13
6 O -0.13 1.32 -2.71
7 O -1.44 -1.70 -2.69
8 O 3.38 0.26 -0.63
9 H 3.67 -0.65 -0.72
10 H -3.24 -0.28 0.10
11 H -2.36 3.04 -0.75
12 H -3.07 0.36 1.49
13 H 2.43 0.20 -0.42
14 H -0.73 1.89 -2.20
15 H -1.98 1.70 -0.07
16 H -1.35 -0.73 -2.65
17 H 3.15 -1.49 2.21
18 H 1.35 -0.44 3.54
19 H -1.73 -1.88 -3.59
20 H 0.49 0.97 -2.06
21 H 1.76 -2.04 1.91
22 H -0.26 -0.27 -0.35
23 H 0.59 0.17 0.84
24 H -0.16 -0.64 3.62



Model y:
Below is 8 unconnected molecules or ions with the total composition H16O8, with properties calculated with ωB97M-V/def2-TZVPD.

Calculated values
Charge ... 0
Frontier orbital gap ... 10.70 eV
Structure (SMILES) ... O.O.O.O.O.O.O.O
Multiplicity ... 1

CARTESIAN COORDINATES (ANGSTROEM)
1 O 1.40 -2.92 1.88
2 O -1.02 0.60 -2.61
3 O 2.66 1.41 -0.15
4 O 3.40 1.72 1.66
5 O 1.96 -1.58 -2.19
6 O -4.87 0.40 -1.57
7 O -2.87 1.41 1.58
8 O -0.89 -1.07 1.50
9 H -2.71 1.91 2.33
10 H -1.30 0.66 -3.61
11 H 3.01 0.53 -0.29
12 H -5.00 0.97 -0.83
13 H 2.14 -1.13 -3.00
14 H -3.90 0.55 -1.87
15 H 1.73 -3.84 1.66
16 H 2.53 1.30 1.84
17 H 0.05 -0.77 1.41
18 H 2.16 -2.39 1.92
19 H -2.32 1.95 0.95
20 H 3.77 1.92 2.47
21 H 2.83 -1.75 -1.66
22 H -1.29 -1.27 0.66
23 H -1.66 0.11 -2.13
24 H 1.77 1.35 -0.57



Model z:
Below is 8 unconnected molecules or ions with the total composition H16O8, with properties calculated with ωB97M-V/def2-TZVPD.

Calculated values
Charge ... 0
Frontier orbital gap ... 11.06 eV
Structure (SMILES) ... O.O.O.O.O.O.O.O
Multiplicity ... 1

CARTESIAN COORDINATES (ANGSTROEM)
1 O 23.30 14.31 3.68
2 O 28.31 11.61 0.80
3 O 25.13 7.08 0.91
4 O 24.51 14.88 8.32
5 O 24.03 11.00 5.37
6 O 19.51 9.43 8.92
7 O 21.67 7.68 5.49
8 O 27.00 8.85 3.68
9 H 28.81 10.84 0.54
10 H 22.39 14.02 3.64
11 H 27.63 9.42 4.11
12 H 24.97 14.04 8.37
13 H 23.76 13.61 4.14
14 H 25.55 7.64 1.56
15 H 27.09 8.00 4.12
16 H 25.65 7.21 0.12
17 H 20.14 9.37 8.20
18 H 27.83 11.33 1.57
19 H 24.55 10.42 4.81
20 H 21.15 7.24 4.83
21 H 23.28 10.46 5.64
22 H 20.03 9.30 9.71
23 H 23.79 14.72 7.71
24 H 22.47 7.17 5.57



Stability order, top to bottom: model x, model w, model z, model y



Model w:
Below is 8 unconnected molecules or ions with the total composition H16O8, with properties calculated with ωB97M-V/def2-TZVPD.

Calculated values
Charge ... 0
Frontier orbital gap ... 10.87 eV
Structure (SMILES) ... O.O.O.O.O.O.O.O
Multiplicity ... 1

CARTESIAN COORDINATES (ANGSTROEM)
1 O 1.17 -1.84 -0.60
2 O 0.93 2.25 -1.32
3 O 1.88 0.58 2.69
4 O -1.79 0.76 3.30
5 O -0.68 0.00 0.68
6 O -1.01 -4.06 -0.90
7 O -1.79 2.02 -0.36
8 O 1.27 -0.09 -2.83
9 H -0.59 -4.55 -1.60
10 H -0.19 -0.71 0.22
11 H 2.07 -2.17 -0.51
12 H -1.70 1.66 2.98
13 H 1.25 2.50 -0.45
14 H 1.19 0.55 -2.09
15 H -1.51 0.21 2.55
16 H 1.07 0.39 2.20
17 H -0.30 -3.54 -0.50
18 H -1.86 2.51 0.46
19 H 1.21 -1.24 -1.37
20 H -1.23 0.41 0.00
21 H -2.65 2.11 -0.78
22 H 2.16 -0.28 3.02
23 H 1.10 0.43 -3.62
24 H -0.02 2.10 -1.19



Model x:
Below is 8 unconnected molecules or ions with the total composition H16O8, with properties calculated with ωB97M-V/def2-TZVPD.

Calculated values
Charge ... 0
Frontier orbital gap ... 10.30 eV
Structure (SMILES) ... O.O.O.O.O.O.O.O
Multiplicity ... 1

CARTESIAN COORDINATES (ANGSTROEM)
1 O 0.89 -0.16 -0.85
2 O 0.27 0.96 -5.41
3 O 3.44 -0.21 2.74
4 O -1.98 1.35 0.96
5 O -3.19 -1.00 -0.58
6 O 1.24 1.93 1.66
7 O 3.25 -4.49 1.13
8 O -4.18 1.75 0.33
9 H 3.64 -3.71 0.57
10 H 2.54 -4.17 1.65
11 H 1.45 1.13 1.15
12 H -2.36 1.98 1.57
13 H 0.64 2.43 0.96
14 H 2.61 -0.37 3.19
15 H 0.36 0.24 -0.11
16 H -3.40 1.29 -0.12
17 H 4.11 -0.28 3.43
18 H -4.07 2.61 -0.11
19 H 0.95 -1.00 -0.55
20 H 1.02 0.36 -5.25
21 H -0.40 0.34 -5.21
22 H -0.99 1.62 0.99
23 H -3.48 -1.80 -1.14
24 H -2.36 -0.79 -0.99



Stability order, top to bottom: model w, model x



Model w:
Below is 8 unconnected molecules or ions with the total composition H16O8, with properties calculated with ωB97M-V/def2-TZVPD.

Calculated values
Charge ... 0
Frontier orbital gap ... 11.22 eV
Structure (SMILES) ... O.O.O.O.O.O.O.O
Multiplicity ... 1

CARTESIAN COORDINATES (ANGSTROEM)
1 O 4.66 -0.05 2.12
2 O 3.71 -2.15 -0.41
3 O -0.59 0.03 -0.04
4 O -3.52 0.77 2.03
5 O -3.86 0.65 -1.08
6 O -3.39 -3.21 0.07
7 O 2.06 -0.79 -2.23
8 O 1.04 4.01 -0.91
9 H -4.14 1.51 2.10
10 H -4.74 0.90 -0.79
11 H 1.56 -0.58 -3.02
12 H -2.61 -3.08 -0.48
13 H 2.21 -1.74 -2.30
14 H -2.82 1.12 1.47
15 H 2.82 -2.31 -0.76
16 H -1.32 0.65 0.08
17 H 3.82 -0.26 2.53
18 H 1.56 4.12 -1.71
19 H 3.59 -1.40 0.19
20 H 1.70 3.84 -0.22
21 H -3.71 -0.21 -0.68
22 H 0.12 0.40 0.50
23 H -3.39 -2.46 0.67
24 H 5.21 0.25 2.86



Model x:
Below is 8 unconnected molecules or ions with the total composition H16O8, with properties calculated with ωB97M-V/def2-TZVPD.

Calculated values
Charge ... 0
Frontier orbital gap ... 10.03 eV
Structure (SMILES) ... O.O.O.O.O.O.O.O
Multiplicity ... 1

CARTESIAN COORDINATES (ANGSTROEM)
1 O 2.18 0.70 -0.28
2 O 2.74 -1.71 0.44
3 O -3.49 -1.63 -0.02
4 O -2.07 -0.37 -1.86
5 O 0.43 0.98 -2.34
6 O 1.86 1.86 2.13
7 O -0.29 -0.81 0.66
8 O -1.31 1.50 1.54
9 H -0.59 1.45 2.37
10 H 2.68 1.53 2.48
11 H 2.59 -0.90 0.06
12 H -0.46 0.96 -1.96
13 H -2.50 -0.69 -2.66
14 H -0.66 -0.77 -0.16
15 H 0.08 1.89 -2.76
16 H -2.43 -1.02 -1.23
17 H 0.65 -0.62 0.49
18 H -1.14 0.46 1.40
19 H -3.21 -1.98 0.80
20 H 2.51 -1.53 1.40
21 H 1.90 1.34 1.29
22 H -4.28 -2.14 -0.02
23 H 3.03 0.91 -0.52
24 H 1.76 0.57 -1.24



Model y:
Below is 8 unconnected molecules or ions with the total composition H16O8, with properties calculated with ωB97M-V/def2-TZVPD.

Calculated values
Charge ... 0
Frontier orbital gap ... 9.89 eV
Structure (SMILES) ... O.O.O.O.O.O.O.O
Multiplicity ... 1

CARTESIAN COORDINATES (ANGSTROEM)
1 O 0.41 0.80 -0.09
2 O 1.29 -1.99 -0.32
3 O 3.05 -1.90 1.93
4 O 0.54 -0.02 -2.68
5 O 0.54 -1.42 2.94
6 O -1.00 2.46 -2.76
7 O -2.01 1.81 0.49
8 O -3.11 -0.33 -0.63
9 H -2.53 0.36 -0.29
10 H -2.52 -0.98 -0.97
11 H 0.06 -1.60 2.14
12 H 0.56 -0.01 -1.72
13 H 2.16 -1.65 2.24
14 H -0.97 2.70 -1.84
15 H -1.86 2.73 0.46
16 H 0.08 0.85 -2.86
17 H -2.14 1.61 1.44
18 H 1.06 0.51 0.49
19 H 0.59 -2.26 3.38
20 H -1.08 3.26 -3.29
21 H -0.29 1.18 0.39
22 H 2.20 -2.15 0.02
23 H 3.42 -2.27 2.74
24 H 1.55 -1.68 -1.20



Model z:
Below is a molecular structure, H16O8, with properties calculated with ωB97M-V/def2-TZVPD.

Calculated values
Charge ... 0
Frontier orbital gap ... 8.61 eV
Multiplicity ... 1

CARTESIAN COORDINATES (ANGSTROEM)
1 O -3.04 9.46 7.81
2 O -0.30 10.78 9.85
3 O -4.39 11.17 10.76
4 O -4.50 11.92 9.00
5 O -2.55 10.81 9.57
6 O -4.95 10.40 7.55
7 O -1.53 9.70 6.38
8 O -2.62 12.59 11.56
9 H -2.15 9.79 7.10
10 H -5.65 10.04 8.10
11 H -3.47 10.90 9.81
12 H -2.55 10.18 8.85
13 H -3.22 8.52 7.77
14 H -1.25 10.84 9.71
15 H -0.17 9.89 10.18
16 H -5.14 11.31 11.34
17 H -1.87 12.12 11.92
18 H -3.64 12.22 8.70
19 H -5.12 12.55 8.62
20 H -3.14 11.91 11.13
21 H -1.20 8.80 6.46
22 H -4.66 11.54 9.92
23 H -4.55 11.09 8.08
24 H -3.91 9.87 7.72



Stability order, top to bottom: model y, model w, model x, model z